[1]
Density functional theory data (ωB97M-V/def2-TZVPD) for a molecular structure, C20H58AgO11S9 in a non-equilibrium geometry.

Structure (XYZ):
```
99
Properties=species:S:1:pos:R:3:forces:R:3:lowdin_charge:R:1
Ag -1.925 -0.212 -3.920 0.8 0.5 1.4 0.7057
O -0.773 0.710 -2.084 -0.1 -0.5 -0.5 -0.3833
C -0.436 0.279 -0.807 -0.8 0.7 -0.1 -0.4017
C 0.938 -0.355 -0.368 1.8 0.4 -0.2 -0.4408
O 2.133 -0.037 -0.974 -1.2 -0.5 0.4 -0.3179
H -1.251 -0.369 -0.407 0.2 -0.6 0.1 0.0493
H -0.562 1.138 -0.111 0.2 0.5 0.0 0.0586
H 0.779 -1.453 -0.194 -0.2 -0.5 -0.6 0.0500
H 1.066 -0.067 0.704 -0.9 0.2 0.5 0.0450
C 3.817 -1.901 -2.364 -0.1 -0.5 -0.1 -0.2978
S 3.091 -1.918 -4.004 0.3 2.4 -0.1 0.7739
O 2.202 -0.714 -4.060 0.0 -1.2 -0.4 -0.5475
C 4.621 -1.315 -4.825 -0.3 -1.5 -0.6 -0.2648
H 4.033 -0.863 -2.115 -0.2 0.0 0.1 0.0443
H 4.695 -2.551 -2.377 0.1 0.0 0.1 0.0510
H 3.052 -2.282 -1.688 0.1 0.3 0.2 0.0260
H 5.235 -2.209 -4.986 0.3 0.2 0.3 0.0355
H 5.129 -0.536 -4.268 -0.2 0.1 0.1 0.0544
H 4.335 -1.007 -5.829 -0.2 0.3 0.2 0.0397
C -3.645 2.310 -2.147 -0.3 0.5 0.4 -0.2571
S -3.930 1.986 -3.917 1.3 0.3 0.3 0.8331
O -4.164 0.487 -4.023 -0.8 0.9 -0.1 -0.6210
C -5.475 2.916 -4.110 -0.9 -1.0 0.4 -0.2665
H -4.329 1.725 -1.529 -0.3 -0.1 -0.3 0.0653
H -3.789 3.371 -1.933 -0.2 0.0 -0.3 0.0439
H -2.633 2.083 -1.797 0.3 -0.5 -0.9 0.0193
H -6.176 2.364 -3.477 -0.2 0.4 0.2 0.0527
H -5.915 2.880 -5.107 0.6 -0.3 -0.2 0.0480
H -5.388 3.966 -3.843 0.3 -0.1 0.3 0.0540
C 2.125 2.552 1.660 0.0 0.2 -1.0 -0.2597
S 3.300 3.135 0.379 -0.7 1.0 -0.6 0.8074
O 2.562 3.177 -0.915 0.3 -0.2 0.5 -0.5291
C 3.257 4.916 0.863 -0.2 -1.1 0.2 -0.2512
H 2.217 1.471 1.729 0.1 0.0 0.1 0.0084
H 1.180 2.770 1.157 -0.1 0.0 0.2 0.0412
H 2.194 3.071 2.614 0.2 -0.1 0.0 0.0578
H 3.947 5.016 1.699 0.0 0.5 0.0 0.0393
H 2.224 5.150 1.118 0.0 0.0 0.2 0.0195
H 3.502 5.465 -0.041 0.4 0.0 0.1 0.0430
C -1.861 3.999 0.397 0.6 -0.9 -0.5 -0.2727
S -0.982 5.557 0.542 -1.3 0.5 0.4 0.8314
O -1.700 6.525 -0.360 0.5 -0.3 0.6 -0.5665
C -1.473 5.994 2.270 0.5 0.3 -0.1 -0.2512
H -2.927 3.952 0.177 -0.1 0.9 0.4 0.0538
H -1.646 3.368 1.259 0.2 0.0 0.0 0.0291
H -1.398 3.555 -0.491 0.2 -0.3 0.2 0.0437
H -0.989 6.953 2.466 -0.3 0.2 -0.3 0.0385
H -1.058 5.365 3.061 -0.1 -0.6 -0.4 0.0314
H -2.555 6.067 2.363 0.0 0.0 -0.1 0.0510
C -0.204 -4.388 -4.806 0.2 0.2 1.6 -0.2343
S -0.476 -2.824 -3.926 1.2 0.9 -0.7 0.8132
O -1.902 -2.472 -4.260 -0.4 -0.5 -0.1 -0.6175
C -0.430 -3.353 -2.229 -0.6 -0.3 -0.1 -0.2641
H -0.082 -4.172 -5.860 -0.5 -0.1 -0.1 0.0518
H -1.055 -4.966 -4.443 -0.1 -0.4 -0.8 0.0485
H 0.719 -4.839 -4.437 0.0 0.1 0.0 0.0506
H 0.592 -3.335 -1.855 0.0 -0.2 -0.3 0.0365
H -0.949 -4.313 -2.150 0.3 -0.1 0.2 0.0636
H -0.981 -2.628 -1.627 0.0 0.3 -0.3 0.0540
C -3.715 -1.742 0.719 0.5 -0.8 0.1 -0.2493
S -3.814 -1.266 2.475 0.4 0.6 0.4 0.7959
O -5.002 -1.884 3.134 -0.1 -0.3 -0.4 -0.5759
C -2.332 -2.116 3.159 -1.1 0.4 -0.6 -0.2529
H -2.865 -1.273 0.217 0.1 0.2 0.4 0.0175
H -4.596 -1.453 0.151 -0.3 0.0 0.4 0.0503
H -3.556 -2.822 0.665 -0.3 -0.1 -0.1 0.0468
H -2.559 -3.166 3.343 0.0 -0.1 -0.6 0.0414
H -2.149 -1.708 4.152 0.1 0.4 -0.2 0.0491
H -1.529 -1.915 2.454 0.2 -0.3 0.3 0.0211
C -2.540 1.809 4.075 0.5 0.5 0.0 -0.2584
S -0.794 2.236 4.462 -0.2 -0.7 0.9 0.8097
O -0.560 1.743 5.875 -0.1 0.4 -1.1 -0.5774
C -0.061 1.018 3.329 -0.6 -0.6 0.8 -0.2594
H -2.656 1.849 2.992 -0.1 -0.2 0.0 0.0311
H -3.215 2.535 4.526 0.2 0.2 0.1 0.0448
H -2.770 0.836 4.502 0.2 -0.1 -0.2 0.0367
H 0.969 0.787 3.590 0.2 0.6 0.0 0.0594
H -0.185 1.338 2.297 0.0 -0.1 -0.1 0.0228
H -0.572 0.076 3.540 -0.2 0.1 -0.3 0.0361
C 0.702 -4.243 0.475 -0.1 -0.1 0.5 -0.2618
S 0.718 -4.214 2.290 1.8 -0.4 0.3 0.8227
O 0.409 -2.811 2.684 -0.4 -0.5 0.0 -0.5513
C -0.681 -5.289 2.763 -0.8 0.8 -1.1 -0.2524
H 1.444 -3.509 0.155 0.0 0.2 0.4 0.0303
H -0.262 -3.925 0.077 0.0 -0.3 0.2 0.0300
H 1.078 -5.204 0.122 -0.5 -0.2 0.0 0.0620
H -0.885 -5.171 3.824 0.2 0.3 0.0 0.0515
H -0.635 -6.354 2.547 0.6 0.1 -0.3 0.0511
H -1.480 -4.855 2.153 -0.4 -0.3 0.4 0.0322
C 3.433 -1.633 1.868 -0.3 1.1 -1.1 -0.2483
S 4.718 -0.390 2.290 0.2 -1.7 0.1 0.8191
O 5.807 -1.279 2.864 -0.3 1.0 -0.3 -0.6059
C 5.123 0.014 0.565 0.1 0.3 0.5 -0.2734
H 3.925 -2.252 1.118 0.0 -0.4 0.4 0.0463
H 2.610 -1.155 1.322 0.2 0.2 0.0 0.0164
H 2.986 -2.157 2.706 0.6 0.0 0.3 0.0331
H 5.973 0.696 0.523 0.1 0.0 0.4 0.0469
H 4.257 0.551 0.178 -0.3 -0.5 -0.4 -0.0007
H 5.379 -0.894 0.023 -0.3 -0.1 0.0 0.0441
```
Positions in Å, forces in eV/Å.

Properties
Orbital gap: 4.79 eV
Maximum force: 2.45 eV/Å
Electronic energy: -145708.0704 eV
Net charge: -1

[2]
Density functional theory data (ωB97M-V/def2-TZVPD) for a single C8H13N2PS molecule in a non-equilibrium geometry.

Structure (XYZ):
```
25
Properties=species:S:1:pos:R:3:forces:R:3:lowdin_charge:R:1
C -3.699 -2.619 0.767 -0.5 0.7 0.5 0.1485
C -2.943 -1.734 0.479 0.1 -1.0 0.1 -0.0957
C -1.220 -0.788 -0.928 0.2 0.0 0.2 -0.1407
C -1.844 -0.893 0.257 0.2 -0.5 -0.7 -0.3232
C -1.457 0.008 1.408 1.3 0.9 -3.5 -0.1857
C 0.359 1.601 1.912 0.4 1.2 1.3 -0.1672
C 2.377 1.043 -1.874 0.0 1.2 -1.6 -0.1624
C 1.980 -1.132 -0.772 0.7 -1.1 0.2 -0.1320
N -0.107 0.516 1.071 -1.6 0.1 -2.7 -0.2718
N 1.393 0.153 -1.187 2.9 -0.2 -1.4 -0.4267
P -0.125 0.605 -0.809 0.4 0.4 2.3 0.3284
S -0.710 2.200 -1.740 0.0 -0.1 0.4 0.2494
H -4.476 -3.070 1.317 -0.4 -0.7 -0.2 0.0286
H -1.395 -1.345 -1.881 -0.1 0.6 1.2 0.1207
H -2.243 0.724 1.303 -0.5 1.4 0.3 0.1230
H -1.558 -0.393 2.345 0.1 -1.4 2.3 0.1004
H 1.204 2.282 1.379 -1.9 -1.9 1.5 0.1221
H -0.456 2.289 2.370 0.9 -0.6 -1.5 0.0871
H 0.629 1.058 2.885 0.8 1.0 -1.3 0.0872
H 2.980 1.673 -1.163 -0.6 -0.7 -0.4 0.0730
H 3.202 0.489 -2.565 -2.4 0.9 1.6 0.1137
H 1.731 1.784 -2.511 1.5 -1.4 1.0 0.0346
H 2.022 -1.176 0.391 0.4 -0.1 -2.0 0.0940
H 1.302 -1.973 -1.124 0.8 0.8 0.5 0.0727
H 3.054 -1.302 -1.333 -2.8 0.5 1.8 0.1221
```
Positions in Å, forces in eV/Å.

Properties
Orbital gap: 8.80 eV
Maximum force: 3.88 eV/Å
Electronic energy: -31607.6898 eV
Structure (SMILES): C#CC1=C[P@](=S)(N(C)C)N(C)C1
Net charge: 0